No. 1
11 unconnected molecules or ions with the total composition C45H79F3O18S5 in a non-equilibrium geometry, computed with ωB97M-V/def2-TZVPD.

The calculation puts the HOMO energy at -8.894 eV. The value obtained for the energy above the lowest of the compared OMol25 structures with the same formula, charge and spin is 3.280 eV. The calculation puts the calculated total energy at -5406.6562 hartree. As for the largest force on an atom: 6.055 eV/A. The SMILES is CCOS(C)(=O)=O.CCOS(C)(=O)=O.CCOS(C)(=O)=O.CCOS(C)(=O)=O.CCOS(C)(=O)=O.Fc1ccccc1.Fc1ccccc1.Fc1ccccc1.C1CCOC1.C1CCOC1.C1CCOC1.

```
! wB97M-V def2-TZVPD RIJCOSX def2/J DEFGRID3
* xyz 0 1
S 17.7634 -7.0540 -11.2485
S 9.8263 -5.7154 -17.0686
S 15.7918 -13.2952 -15.1609
S 6.4481 -6.6296 -25.2049
S 10.6573 -14.3960 -19.7619
F 12.6728 -11.5870 -10.6642
F 7.9008 -10.8152 -25.6863
F 13.5309 -9.0913 -16.6265
O 17.4418 -9.4863 -19.4872
O 16.0087 -11.8205 -15.2503
O 9.1273 -13.7792 -19.5059
O 16.8635 -8.2841 -11.8714
O 15.0814 -4.9976 -15.8007
O 11.0626 -15.0046 -18.4886
O 7.3357 -7.8202 -24.4789
O 18.6575 -6.6357 -12.3277
O 5.1661 -6.4128 -24.4773
O 8.3240 -5.2763 -16.4730
O 18.2700 -7.4505 -9.9163
O 14.7261 -13.7477 -16.3329
O 6.5092 -6.7776 -26.6629
O 15.2568 -14.0000 -13.9665
O 10.6645 -4.5397 -17.2851
O 11.5150 -13.4085 -20.4391
O 14.1617 -10.4582 -23.3924
O 9.6559 -6.6371 -18.1750
C 10.6838 -13.0110 -23.5990
C 8.7969 -11.5124 -25.0034
C 17.3242 -14.2118 -15.7415
C 7.9729 -3.9664 -15.9430
C 15.3434 -5.7191 -18.0712
C 14.8598 -3.8687 -16.5980
C 8.4805 -3.6967 -14.5380
C 16.2530 -11.0907 -24.2935
C 14.2430 -11.8759 -23.4005
C 10.4764 -6.5924 -15.5649
C 15.2669 -6.1990 -16.5635
C 10.1840 -15.7425 -20.8671
C 15.4230 -9.8893 -23.7732
C 9.5139 -10.9606 -23.9544
C 8.9752 -12.8404 -25.3178
C 14.2483 -9.6420 -18.7828
C 11.7385 -9.1038 -19.7583
C 7.6293 -5.1926 -24.8339
C 9.1210 -11.4408 -20.3222
C 11.5830 -10.7949 -14.5599
C 13.1115 -11.7386 -12.9535
C 10.8212 -10.2316 -13.5151
C 19.2965 -8.0910 -19.9162
C 13.2259 -9.2333 -17.8987
C 8.5785 -12.8916 -20.4938
C 8.3871 -7.4798 -22.2731
C 11.9758 -8.9453 -18.4244
C 15.1684 -12.0893 -24.5858
C 12.6977 -11.5776 -14.2890
C 16.4006 -5.8775 -11.0741
C 18.1952 -8.9455 -20.5704
C 12.3047 -11.3093 -11.9066
C 12.7700 -9.6375 -20.6064
C 14.4816 -12.8669 -17.4482
C 16.3595 -8.1545 -13.1070
C 14.0440 -9.8676 -20.1025
C 7.1871 -8.0162 -23.1168
C 10.5100 -11.6758 -23.2884
C 15.6781 -4.2151 -17.9233
C 14.3954 -13.7934 -18.6613
C 18.1261 -9.1803 -18.2468
C 11.1844 -10.4813 -12.1556
C 9.9455 -13.5419 -24.6520
C 15.0979 -9.0503 -13.3620
C 19.5912 -8.7987 -18.6094
H 7.5094 -12.8450 -20.2865
H 15.3806 -3.7090 -18.8417
H 17.1591 -8.6974 -13.6108
H 14.4089 -5.8223 -18.6226
H 15.2599 -9.8114 -18.4446
H 8.2268 -7.8228 -21.2510
H 10.2059 -11.3404 -20.2909
H 8.3602 -13.3286 -26.0593
H 13.2522 -12.3181 -23.5044
H 16.2084 -6.6688 -16.2793
H 14.6965 -11.9639 -25.5603
H 18.5650 -9.7350 -21.2246
H 10.7077 -10.0745 -11.2760
H 15.2603 -12.1346 -17.6611
H 17.0647 -15.2557 -15.5657
H 11.4648 -13.5761 -23.1119
H 18.2314 -14.0049 -15.1737
H 20.1746 -7.9095 -20.5359
H 16.1395 -7.1301 -13.4078
H 9.3651 -9.9589 -23.5789
H 17.5422 -13.9077 -16.7652
H 16.8008 -10.7586 -25.1754
H 13.7953 -3.7015 -16.7619
H 15.3863 -10.0959 -13.2530
H 16.1324 -6.2611 -18.5926
H 14.6297 -12.2358 -22.4471
H 15.8982 -9.4299 -22.9064
H 16.7478 -5.1177 -10.3739
H 10.6645 -5.8663 -14.7740
H 9.5704 -3.7065 -14.5242
H 11.0914 -11.1717 -22.5306
H 19.9317 -8.0903 -17.8542
H 15.2392 -2.9656 -16.1199
H 7.5988 -5.0657 -23.7518
H 8.5454 -6.4029 -22.2146
H 10.0592 -9.4998 -13.7390
H 17.5746 -8.3693 -17.7711
H 8.6182 -5.4918 -25.1812
H 8.7637 -10.8684 -21.1782
H 11.2011 -8.6304 -17.7410
H 8.4040 -3.2164 -16.6062
H 8.6816 -11.0631 -19.3990
H 15.5227 -6.3640 -10.6490
H 15.2877 -14.4190 -18.6357
H 11.0315 -16.3176 -21.2399
H 12.5746 -9.8274 -21.6515
H 14.7731 -8.9907 -14.4007
H 9.7501 -15.2267 -21.7238
H 20.1188 -9.7480 -18.7019
H 10.7357 -8.8851 -20.0946
H 7.1293 -9.0919 -22.9507
H 18.1998 -10.0318 -17.5704
H 14.2849 -8.7294 -12.7108
H 14.8038 -10.3641 -20.6878
H 17.5748 -8.3334 -21.2251
H 16.7530 -4.0810 -17.8021
H 7.1899 -4.3014 -25.2822
H 11.4141 -7.0311 -15.9060
H 11.3364 -10.5628 -15.5854
H 15.5615 -13.1034 -24.6591
H 8.1676 -4.5001 -13.8710
H 14.4356 -6.8952 -16.4520
H 18.8481 -7.1072 -19.7782
H 9.4218 -16.3433 -20.3710
H 14.4938 -13.1816 -19.5581
H 8.1023 -2.7411 -14.1748
H 9.7391 -7.3663 -15.3516
H 8.6519 -13.2485 -21.5211
H 15.3394 -9.1032 -24.5236
H 13.5671 -12.2861 -17.3276
H 6.9086 -3.7330 -15.9721
H 9.2955 -7.9272 -22.6764
H 16.8858 -11.4632 -23.4879
H 14.0512 -12.2271 -12.7418
H 13.5390 -14.4675 -18.6794
H 13.3353 -11.9704 -15.0672
H 10.1934 -14.5610 -24.9098
H 16.2426 -5.4427 -12.0611
H 6.2679 -7.5575 -22.7525
*
```

---

No. 2
12 unconnected molecules or ions with the total composition C45H88F3O14S in a non-equilibrium geometry, computed with ωB97M-V/def2-TZVPD.

The calculation puts the HOMO energy at -6.148 eV. The calculation puts the calculated total energy at -3518.4497 hartree. As for the largest force on an atom: 3.570 eV/A.

```
! wB97M-V def2-TZVPD RIJCOSX def2/J DEFGRID3
* xyz -1 1
S 10.3558 9.6997 -6.4639
F 9.3369 9.1981 -4.0180
F 11.0717 10.4498 -4.0011
F 11.3170 8.3405 -4.3611
O 10.1096 15.6482 -5.0918
O 8.9869 11.8938 0.0395
O 12.5784 5.9105 -7.6646
O 12.9476 12.6461 0.4168
O 9.2294 5.5956 -3.1554
O 9.2067 10.5746 -6.6137
O 7.3287 5.1450 -7.1020
O 10.5585 6.1967 -9.8671
O 11.5957 10.2913 -6.9463
O 4.8853 11.7173 -6.3359
O 11.3814 11.2372 -10.2888
O 9.3433 8.8805 -10.0678
O 14.5184 8.6096 -6.8481
O 10.2729 8.3665 -7.0504
C 11.7965 13.4384 -10.9262
C 13.5274 3.8574 -7.0668
C 6.9844 8.9991 -10.1408
C 9.5641 6.4726 -2.0940
C 10.2605 11.9537 -9.7823
C 13.1138 4.7246 -8.2218
C 9.4269 4.2438 -9.2937
C 6.1495 5.8621 -7.4674
C 7.7786 5.5716 -5.8046
C 5.7505 11.6690 -4.1341
C 9.4100 15.5270 -3.8754
C 14.2321 10.8078 -0.3779
C 8.9062 8.7428 -11.4311
C 14.5401 9.4672 -5.7210
C 8.2062 8.9502 -9.2009
C 10.2746 3.9176 -10.5204
C 11.4586 5.1819 -2.7624
C 5.9757 6.9642 -6.4002
C 4.8526 12.4460 -5.1255
C 11.8708 11.9682 -11.3801
C 11.0353 6.1960 -1.7028
C 14.7298 8.4889 -4.5681
C 8.4775 11.0936 1.0940
C 7.3190 7.0029 -5.7289
C 9.8717 14.4249 -5.8008
C 12.3961 4.1269 -6.1074
C 10.0347 13.3515 -4.7349
C 15.7557 7.5324 -5.1293
C 6.1513 11.0518 -6.3631
C 7.5762 9.4744 -11.4561
C 8.4627 11.3949 -1.1812
C 7.9909 9.7735 0.4573
C 10.8915 5.2765 -10.8683
C 13.9091 11.6999 0.8496
C 9.3797 14.0341 -3.5155
C 9.3152 5.7899 -9.2934
C 12.1536 5.6365 -6.3223
C 10.5277 9.3786 -4.6062
C 8.5279 9.8816 -0.9762
C 13.1269 11.1821 -1.3619
C 10.1454 4.5061 -3.1190
C 6.2149 10.4549 -4.9568
C 15.4600 7.5728 -6.6454
C 12.1204 12.0037 -0.5338
C 10.4746 13.4266 -10.1411
H 9.1289 11.6859 -1.9899
H 9.1486 6.2383 -8.3205
H 15.2078 11.0135 -0.8142
H 8.8831 6.2907 -1.2511
H 8.3828 15.9071 -4.0104
H 15.3792 10.1757 -5.7971
H 8.4730 6.1340 -9.9140
H 13.9461 4.9711 -8.8892
H 7.6676 11.6049 1.6258
H 7.3782 7.3705 -4.6999
H 7.2093 10.1148 -4.6700
H 8.3797 13.6891 -3.2581
H 11.0681 13.1222 -4.4998
H 9.3756 11.5349 -10.2705
H 6.1422 9.5857 -9.7756
H 13.5147 11.0777 1.6604
H 8.4444 3.7773 -9.3140
H 11.5056 3.5418 -6.3567
H 10.4771 14.0981 -9.2856
H 9.7727 3.7624 -2.4041
H 15.0596 9.0291 -3.6732
H 13.6260 10.0520 -5.6337
H 16.7762 7.8196 -4.8578
H 9.9838 3.9517 -8.4023
H 10.2073 4.0112 -4.0901
H 6.8618 9.1650 -12.2249
H 7.2501 4.9530 -5.0659
H 8.8059 7.6665 -11.6226
H 12.6741 3.8895 -5.0766
H 8.3565 8.8885 0.9785
H 11.6194 12.7196 -1.1849
H 5.5549 9.5893 -4.9369
H 14.1829 9.7487 -0.1238
H 8.8515 5.4485 -5.6871
H 8.8568 14.4886 -6.2144
H 12.2345 4.4881 -2.4328
H 8.1991 9.9363 -8.7398
H 6.6696 7.9632 -10.3250
H 10.5872 14.3523 -6.6181
H 10.4317 5.5948 -11.8185
H 8.0569 7.6227 -6.2523
H 13.5356 11.8073 -2.1599
H 9.5729 9.5696 -1.0536
H 12.7984 6.1498 -5.6014
H 11.6517 7.0906 -1.7823
H 12.7040 10.3448 -1.9215
H 11.0651 5.8022 -0.6868
H 13.8171 7.9516 -4.3116
H 15.6589 6.5293 -4.7033
H 12.3869 4.1980 -8.8517
H 5.2847 5.1994 -7.5001
H 5.6306 7.9304 -6.7646
H 7.4218 11.6814 -1.3588
H 12.8907 11.6665 -11.6227
H 11.8404 5.7282 -3.6244
H 6.5882 12.2772 -3.7938
H 11.8415 14.1152 -11.7797
H 14.4644 4.2085 -6.6214
H 5.1658 13.4859 -5.2788
H 12.6247 13.6380 -10.2450
H 8.0458 8.1017 -8.5428
H 9.7064 13.7435 -10.8534
H 5.1277 11.4048 -3.2778
H 15.0278 6.6178 -6.9475
H 6.9806 11.6985 -6.6646
H 6.3073 6.3503 -8.4324
H 11.3368 11.4105 -0.0563
H 11.3001 11.8306 -12.3120
H 9.8010 16.1581 -3.0746
H 9.4069 7.5171 -2.3663
H 6.0548 10.3285 -7.1776
H 16.3654 7.7259 -7.2405
H 3.8280 12.4766 -4.7462
H 11.9632 5.2635 -11.0740
H 5.2362 6.6066 -5.6727
H 13.6583 2.8104 -7.3460
H 10.1202 11.8499 -8.7079
H 6.9060 9.6711 0.3959
H 7.7354 10.5530 -11.4748
H 9.2574 10.9200 1.8381
H 10.0173 13.8550 -2.6466
H 11.1116 5.9265 -6.2037
H 9.4378 12.4758 -4.9895
H 8.0051 9.3517 -1.7737
H 9.6460 9.1136 -12.1382
H 14.7582 12.2872 1.1968
H 9.6345 3.6097 -11.3507
H 10.9668 3.0950 -10.3385
*
```

---

No. 3
7 unconnected molecules or ions with the total composition C45H92IN2O8 in a non-equilibrium geometry, computed with ωB97M-V/def2-TZVPD.

The calculation puts the HOMO energy at -10.052 eV. The calculation puts the calculated total energy at -2777.8668 hartree. As for the largest force on an atom: 7.737 eV/A.

```
! wB97M-V def2-TZVPD RIJCOSX def2/J DEFGRID3
* xyz 1 1
I 3.7183 5.2846 0.9466
O 4.8499 0.2402 2.8442
O 8.0618 0.3880 -5.6296
O -3.6645 3.8703 5.4604
O -0.8076 -4.4823 0.4426
O -2.0836 -10.6736 -0.7851
O 7.9881 -1.7539 -1.5572
O -1.8182 0.0565 -1.8403
O -0.5409 1.3607 0.5274
N -0.5873 4.0777 1.3065
N 1.6470 5.1530 0.7746
C -7.8557 3.6787 -0.0325
C -1.5092 -0.7674 -0.6630
C -8.4275 7.0566 -0.1717
C -1.6959 3.2115 1.8632
C -6.9351 6.6924 0.4385
C -4.4332 0.5486 -1.0268
C -1.8461 -11.1371 0.5412
C 9.0050 -2.7509 -1.5102
C 6.7144 1.3523 -7.4495
C -2.8735 5.0503 5.5705
C -1.4218 4.7746 5.9247
C -0.7524 5.2641 0.3368
C 3.5025 1.2046 1.0243
C 9.6107 -2.9327 -0.1285
C -6.7557 4.3509 -1.0392
C -6.0299 5.7108 -0.5022
C -1.3823 -5.4161 -0.4668
C 9.4412 0.1500 -2.1235
C 4.3337 -1.0858 2.7693
C -5.5330 3.2192 -1.1956
C 8.3751 -0.4282 -1.2079
C 8.0906 1.1329 -6.8436
C -4.0391 3.6878 -1.7844
C -6.9926 6.2203 2.0425
C 8.3366 -1.8436 -6.6336
C -5.6813 1.6313 -0.8182
C -3.7751 3.0628 6.6288
C 1.5409 -4.8191 -0.2167
C -1.4558 1.5953 1.6790
C -0.8626 -12.2933 0.6111
C -1.5298 -6.8122 0.1149
C 0.9227 4.0518 1.5193
C -2.6386 -11.6128 -1.7013
C -0.4522 -0.1020 0.3986
C -2.9387 0.9796 -1.6077
C 0.5122 -4.7639 0.9002
C 5.1247 -1.9914 1.8402
C -4.0072 -12.1253 -1.2849
C -6.1220 8.1549 0.4791
C 0.6688 6.0042 -0.0238
C -4.4233 3.7818 7.8000
C 7.5456 -0.9381 -5.7045
C 4.8787 0.9851 1.6302
C -2.7816 2.6024 -1.9814
C -7.3817 4.4875 -2.5845
H -3.9523 -12.7222 -0.3698
H 0.7833 -3.9576 1.5869
H -4.4005 2.2057 6.3566
H -8.5143 8.1488 -0.6023
H -1.2621 -13.1932 0.1340
H -4.6916 -11.2923 -1.0939
H -2.7632 3.4672 1.4442
H 7.5913 -1.3486 -4.6923
H -6.6864 1.1764 -0.4246
H -8.8104 4.3214 0.1769
H 9.7796 -2.5362 -2.2542
H -1.7251 3.4232 3.0344
H -1.7656 5.6650 -0.1360
H -0.8393 5.6984 5.8919
H 0.0697 -12.0364 0.0981
H -0.9845 4.0571 5.2230
H -4.9665 8.0140 0.3577
H -7.3353 3.3579 0.9728
H -2.4358 -1.1314 -0.0485
H -6.3119 8.7085 1.5194
H 5.3117 1.9611 1.8743
H 0.9255 6.9370 -0.6890
H -4.5795 3.0910 8.6333
H -7.9646 5.4877 -2.7551
H -0.6978 -0.5771 1.4656
H -2.3786 -5.0351 -0.7157
H 6.1862 -1.9838 2.1079
H -2.7932 -11.3964 1.0264
H 7.9659 -2.8695 -6.5727
H 9.3981 -1.8361 -6.3659
H 5.0471 -1.6681 0.7979
H 6.2669 0.4117 -7.7834
H -8.8499 6.2301 -0.9090
H 9.6262 1.1998 -1.8792
H 8.5237 2.1089 -6.5995
H -1.0436 1.1928 2.6995
H 3.2748 -1.0641 2.4900
H -3.3278 5.7447 6.2854
H -8.2478 2.6911 -0.5769
H 1.3853 3.2130 2.2081
H 2.5462 -4.9311 0.1962
H -8.0669 6.2939 2.5007
H -4.4327 -12.7583 -2.0686
H -2.0758 -6.7814 1.0634
H 5.5580 0.5156 0.9115
H 10.3900 -0.3855 -2.0251
H 8.7699 0.6633 -7.5623
H -6.5728 5.1087 2.0755
H -6.4570 4.5219 -3.3394
H 6.0345 1.7982 -6.7163
H -2.9088 5.5421 4.5948
H -0.9844 -1.7578 -1.0744
H -5.3892 4.2065 7.5079
H -0.5566 -7.2717 0.3106
H 1.5063 -3.9042 -0.8168
H -2.7965 2.6571 6.9051
H 8.5355 -3.6905 -1.8134
H 9.1316 0.0809 -3.1714
H 4.7539 -3.0173 1.9010
H -3.7992 4.6036 8.1632
H 3.5684 1.8668 0.1565
H -2.7383 -11.0912 -2.6593
H -9.1648 7.0297 0.7672
H -1.9402 -12.4390 -1.8694
H -6.2177 6.8545 2.6920
H 3.0549 0.2639 0.6904
H -1.7250 2.9326 -2.4259
H 10.3047 -3.7765 -0.1245
H 10.1622 -2.0435 0.1913
H 4.3794 -1.4963 3.7815
H -8.0245 3.5132 -2.7660
H -0.6357 -12.5385 1.6513
H -1.3240 4.3521 6.9292
H -4.5622 -0.5932 -0.7568
H 6.4868 -0.9164 -5.9838
H -0.8148 -5.4346 -1.4028
H 0.5194 -5.6882 1.4878
H -1.4333 -10.2918 1.0982
H -6.4832 8.8993 -0.3505
H -5.0183 5.5091 0.0917
H 6.7803 2.0145 -8.3173
H -2.0688 -7.4610 -0.5811
H -2.4701 1.0284 1.4339
H 8.8272 -3.1172 0.6134
H 8.2591 -1.5203 -7.6759
H 7.4745 0.1901 -1.2877
H -3.8014 4.8044 -2.1169
H -5.7237 6.3445 -1.4634
H 1.3600 -5.6610 -0.8917
H 2.8225 1.6505 1.7575
H 0.6317 -0.5010 0.1318
H 8.6878 -0.3866 -0.1596
*
```

---

Orbital gap values (in eV) by entry order: 9.1 8.4 5.6.